[1]
A structure of composition C33H25ClN4NaO5PS2 at a distorted geometry, computed with ωB97M-V with the def2-TZVPD basis set.

XYZ file:
```
72
Properties=species:S:1:pos:R:3:mulliken_charge:R:1
Na 0.1456 0.4603 0.0158 0.43
O 6.2239 2.3370 -0.3218 -0.63
C 4.9589 1.8049 -0.2279 0.77
C 4.0292 1.9543 -1.2423 -1.01
C 2.7690 1.3901 -1.0936 0.27
N 2.4244 0.6930 -0.0232 1.40
C 3.3081 0.5614 0.9542 -0.15
C 4.5869 1.1005 0.9067 -0.83
C 2.8918 -0.2800 2.1558 -0.08
O 3.4067 -0.0303 3.2423 -0.83
O 2.0724 -1.2081 1.9094 -0.48
C 1.7019 1.5846 -2.1857 -0.17
O 2.0682 2.1721 -3.2108 -0.91
O 0.5750 1.1431 -1.9013 -0.48
H 6.2936 2.7753 -1.1795 0.31
H 4.2458 2.4994 -2.1500 0.43
H 5.2667 0.9666 1.7330 0.53
C -5.2338 -1.2106 3.2088 -0.68
S -5.1450 0.2504 2.1382 -0.19
C -3.4023 0.2469 1.6092 0.54
S -2.4057 -1.0346 1.9692 -0.56
N -3.1852 1.2948 0.8856 -1.28
N -1.9954 1.8111 0.6735 0.43
C -1.7849 2.5022 -0.3897 -0.45
C -0.5909 3.2893 -0.5085 1.11
C -0.5056 4.3064 -1.4727 -0.85
C 0.6162 5.1014 -1.5144 -0.26
C 1.6455 4.8518 -0.6164 -0.64
C 1.4787 3.8188 0.2926 -0.25
N 0.3950 3.0776 0.3693 -0.27
H -6.0782 -1.8203 2.9022 0.26
H -4.2905 -1.7431 3.0613 0.22
H -5.3435 -0.8988 4.2448 0.22
H -2.5296 2.5667 -1.1912 0.25
H -1.3196 4.4736 -2.1617 0.33
H 0.6964 5.9077 -2.2335 0.36
H 2.5532 5.4380 -0.6345 0.39
H 2.2574 3.5752 1.0051 0.57
Cl -1.3021 -1.2311 -1.3467 -0.02
C -1.2364 -2.9406 -1.2144 0.83
C -2.2399 -3.6918 -1.8045 -0.81
C -2.1908 -5.0726 -1.7340 -0.51
C -1.1394 -5.6792 -1.0686 -0.83
C -0.1542 -4.9086 -0.4739 -0.40
C -0.1602 -3.5169 -0.5376 -0.09
P 0.9446 -2.2970 0.4353 1.46
C 1.6667 -3.6476 1.4597 0.16
C 2.6467 -4.5306 1.0185 -0.10
C 3.1194 -5.5320 1.8498 -0.70
C 2.6178 -5.6735 3.1309 -0.57
C 1.6250 -4.8128 3.5695 -0.61
C 1.1520 -3.8132 2.7396 -0.74
C 2.2244 -2.1732 -0.8636 1.30
C 3.5658 -2.0275 -0.5131 -0.58
C 4.5282 -1.8106 -1.4797 -0.88
C 4.1766 -1.7525 -2.8177 -0.69
C 2.8508 -1.9155 -3.1781 -0.66
C 1.8836 -2.1197 -2.2113 -0.79
H -3.0481 -3.1841 -2.3110 0.49
H -2.9664 -5.6677 -2.1981 0.34
H -1.0816 -6.7606 -1.0165 0.39
H 0.6481 -5.4106 0.0469 0.32
H 3.0446 -4.4414 0.0159 0.47
H 3.8869 -6.2081 1.4931 0.38
H 2.9982 -6.4520 3.7816 0.35
H 1.2273 -4.9233 4.5689 0.41
H 0.3872 -3.1286 3.0753 0.47
H 3.8537 -2.0817 0.5272 0.48
H 5.5609 -1.6630 -1.1885 0.40
H 4.9326 -1.5848 -3.5748 0.34
H 2.5629 -1.8680 -4.2196 0.37
H 0.8571 -2.2481 -2.5206 0.24
```

## Properties
Total charge: -2
E_tot in Ha: -3628.12045
Lowest unoccupied orbital energy in eV: 3.82
HOMO in eV: -2.0749
Frontier orbital gap in eV: 5.896


[2]
A structure of composition C55H48F4N11O27S4Y at a distorted geometry, computed with ωB97M-V with the def2-TZVPD basis set.

XYZ file:
```
150
Properties=species:S:1:pos:R:3:mulliken_charge:R:1
Y -12.6699 -28.5114 -8.0791 2.14
N -12.1217 -27.8827 -5.9759 1.13
S -10.8205 -28.0070 -5.0356 0.27
O -11.0247 -28.6974 -3.8092 -0.22
O -9.8011 -27.0379 -5.1882 -0.40
F -10.2352 -29.2161 -5.9198 -0.53
S -12.9940 -27.0146 -4.7828 -0.66
O -12.4431 -25.8009 -4.3041 0.10
O -13.8433 -27.7967 -3.9679 -0.29
F -14.0024 -26.4047 -5.8668 -0.20
N -13.6803 -27.1171 -9.5235 -0.16
S -12.9661 -27.0594 -11.0806 0.79
O -11.6891 -26.4904 -10.9508 -0.45
O -13.7363 -26.8758 -12.2520 -0.56
F -12.6640 -28.6198 -11.2448 -0.29
S -14.5980 -25.7886 -9.7629 0.94
O -15.8108 -26.1298 -10.3809 -0.59
O -13.8527 -24.6371 -10.0812 -0.60
F -15.0099 -25.4947 -8.2664 -0.11
C -10.5459 -30.7826 -9.5567 -1.08
O -10.9384 -29.7369 -8.7189 0.06
H -11.3688 -31.5027 -9.7148 0.29
H -10.3305 -30.4360 -10.5785 0.24
H -9.6913 -31.3241 -9.1406 0.27
C -10.2951 -27.5260 -0.7102 0.29
C -9.3123 -27.1188 0.1716 -0.64
C -9.5586 -26.0346 0.9999 -0.32
C -10.7990 -25.4379 0.9805 -0.58
C -11.7843 -25.8398 0.0994 -0.61
C -11.5440 -26.9287 -0.7193 -0.34
N -11.1433 -24.3999 1.9643 1.09
O -12.2451 -23.9117 1.9274 -0.64
O -10.3083 -24.1449 2.8110 -0.61
H -10.0489 -28.2400 -1.4889 0.38
H -8.3201 -27.5473 0.1935 0.41
H -8.8314 -25.7879 1.7603 0.39
H -12.7683 -25.4008 0.1856 0.74
H -12.2838 -27.3785 -1.3705 0.42
C -19.4689 -27.7978 -5.3902 -0.52
C -19.1837 -29.1651 -5.4290 -0.59
C -17.9126 -29.5687 -5.7581 -0.49
C -16.9416 -28.6226 -6.0359 0.28
C -17.2149 -27.2649 -5.9857 0.11
C -18.5003 -26.8539 -5.6968 -1.03
N -15.6569 -29.1259 -6.4540 0.87
O -15.3196 -30.1887 -6.0072 -0.62
O -14.9055 -28.4184 -7.1483 -0.72
H -20.4825 -27.5028 -5.1478 0.44
H -19.9463 -29.8965 -5.2051 0.46
H -17.6816 -30.6159 -5.9022 0.39
H -16.4431 -26.5318 -6.1625 0.49
H -18.6805 -25.7957 -5.5697 0.51
C -15.5456 -24.2889 -1.3137 -1.12
C -14.3600 -24.4938 -1.9796 -0.38
C -13.6919 -23.3982 -2.5244 0.35
C -14.2354 -22.1338 -2.3666 -0.29
C -15.4286 -21.9372 -1.6992 -0.50
C -16.0804 -23.0264 -1.1544 -0.88
N -13.5411 -21.0046 -2.9620 1.19
O -14.1397 -19.9474 -3.0168 -0.64
O -12.3740 -21.1322 -3.2861 -0.59
H -16.0775 -25.1061 -0.8563 0.64
H -13.9104 -25.4748 -2.0267 0.77
H -12.8082 -23.5020 -3.1407 0.53
H -15.7571 -20.9222 -1.5234 0.52
H -16.9535 -22.7949 -0.5594 0.45
C -6.4536 -25.0904 -9.3832 -0.47
C -7.3230 -25.9324 -10.0623 -0.78
C -8.6164 -26.1314 -9.6098 -0.43
C -8.9638 -25.5436 -8.4076 0.53
C -8.1066 -24.6948 -7.7275 -0.30
C -6.8633 -24.3872 -8.2431 -0.82
N -10.3382 -25.6460 -7.9636 0.65
O -10.7971 -24.8420 -7.1830 -0.47
O -10.9164 -26.6898 -8.2709 0.22
H -5.4276 -24.9610 -9.7086 0.40
H -7.0301 -26.4017 -10.9923 0.40
H -9.3376 -26.7189 -10.1595 0.42
H -8.4624 -24.1486 -6.8602 0.41
H -6.1454 -23.7552 -7.7437 0.43
C -18.3013 -32.2080 -3.1755 -0.57
C -16.9887 -31.7859 -3.3401 -0.27
C -16.5423 -30.6615 -2.6768 0.05
C -17.4508 -29.8760 -2.0029 -0.18
C -18.7737 -30.2592 -1.8757 -0.55
C -19.1818 -31.4586 -2.4031 -0.59
N -17.0147 -28.7545 -1.2072 1.17
O -17.8764 -28.0630 -0.7089 -0.63
O -15.8245 -28.6372 -0.9810 -0.60
H -18.6409 -33.1442 -3.5987 0.41
H -16.3640 -32.3920 -3.9847 0.50
H -15.4979 -30.3685 -2.6800 0.27
H -19.4279 -29.6556 -1.2619 0.54
H -20.2001 -31.8215 -2.3515 0.41
C -12.7166 -32.8822 -2.3999 -0.96
C -12.8821 -33.8560 -3.3809 -0.89
C -12.9900 -33.4767 -4.7112 -0.25
C -13.0052 -32.1384 -5.0413 -0.77
C -12.9240 -31.1657 -4.0641 1.66
C -12.7428 -31.5357 -2.7353 -0.98
N -13.0697 -31.7409 -6.4256 0.36
O -13.2817 -32.5751 -7.2708 -0.66
O -12.8535 -30.5691 -6.6827 0.36
H -12.6918 -33.1581 -1.3517 0.54
H -12.9063 -34.9107 -3.1466 0.49
H -13.0956 -34.2265 -5.4832 0.56
H -12.9646 -30.1018 -4.2490 0.08
H -12.6526 -30.7765 -1.9702 0.57
C -13.8818 -21.7344 -7.0681 -1.02
C -14.7937 -20.7326 -6.8050 -0.66
C -15.8258 -20.9693 -5.9127 -0.56
C -15.9638 -22.1881 -5.2837 -0.13
C -15.0758 -23.2296 -5.5888 0.16
C -14.0254 -22.9771 -6.4433 -0.86
N -17.1345 -22.3901 -4.4472 1.29
O -17.6885 -21.4020 -4.0220 -0.65
O -17.4917 -23.5292 -4.2267 -0.58
H -13.1330 -21.5920 -7.8369 0.51
H -14.7881 -19.8154 -7.3794 0.43
H -16.5144 -20.1576 -5.7194 0.47
H -15.1963 -24.1824 -5.0910 0.89
H -13.2237 -23.6827 -6.6293 0.72
C -8.0912 -30.5510 -4.4354 -0.74
C -8.9841 -31.5599 -4.0869 -0.13
C -9.1482 -31.8853 -2.7566 -0.35
C -8.5446 -31.1289 -1.7758 -0.07
C -7.7179 -30.0649 -2.1043 -0.42
C -7.4368 -29.8301 -3.4414 -0.49
N -8.7723 -31.4172 -0.3579 1.04
O -8.4440 -30.5659 0.4415 -0.60
O -9.3376 -32.4608 -0.0830 -0.63
H -7.9159 -30.3486 -5.4835 0.43
H -9.3998 -32.1347 -4.9042 0.43
H -9.7700 -32.7127 -2.4375 0.61
H -7.1927 -29.5086 -1.3424 0.46
H -6.6508 -29.1102 -3.6358 0.45
C -9.6670 -23.9278 -4.0192 0.26
C -9.1335 -24.8354 -3.0995 -0.43
C -8.6090 -24.2837 -1.9389 0.11
C -8.7001 -22.9399 -1.6351 -0.62
C -9.1991 -22.0532 -2.5684 -0.45
C -9.7132 -22.5685 -3.7591 -0.54
N -8.3339 -22.4886 -0.2982 0.98
O -8.0513 -23.3436 0.5188 -0.58
O -8.2596 -21.2922 -0.1100 -0.64
H -9.8732 -24.2301 -5.0415 0.07
H -8.8824 -25.8583 -3.3251 0.46
H -8.0772 -24.9235 -1.2432 0.51
H -9.4168 -21.0200 -2.3346 0.48
H -10.0361 -21.8241 -4.4730 0.42
```

## Properties
Total charge: 0
Energy above the lowest of the compared OMol25 structures with the same formula, charge and spin in eV: 0.000
E_tot in Ha: -6788.24887
Lowest unoccupied orbital energy in eV: -2.26
HOMO in eV: -9.5119
Frontier orbital gap in eV: 7.252


[3]
A cluster of 3 separate species, C4H12NO2 in total at a distorted geometry, computed with ωB97M-V with the def2-TZVPD basis set.

XYZ file:
```
19
Properties=species:S:1:pos:R:3:mulliken_charge:R:1
C 3.5938 0.8484 0.6510 -1.21
C 2.1968 0.4185 0.3927 0.06
C 1.6719 0.3243 -0.8398 -0.23
N 0.4503 -0.4249 -0.9128 0.05
C -0.3119 -0.5330 -1.9223 -0.11
H 3.9419 0.4748 1.6146 0.35
H 4.3171 0.4754 -0.0729 0.35
H 3.7491 1.9298 0.6911 0.31
H 1.5468 0.3037 1.2579 0.36
H 1.6988 1.0633 -1.6320 0.25
H 0.1008 -0.8316 -0.0374 0.30
H -1.1799 -1.1752 -1.8917 0.28
H -0.0688 0.0207 -2.8140 0.24
H -4.9666 0.0837 1.4617 0.32
H -4.2647 0.9276 0.3179 0.32
O -4.2613 0.1064 0.8125 -0.67
H -2.5306 -0.5128 0.9949 0.35
H -1.6733 -1.6104 1.3946 0.36
O -1.5685 -0.6932 1.0977 -0.69
```

## Properties
Total charge: +1
Energy above the lowest of the compared OMol25 structures with the same formula, charge and spin in eV: 2.489
E_tot in Ha: -364.54376
Lowest unoccupied orbital energy in eV: -4.65
HOMO in eV: -13.7383
Frontier orbital gap in eV: 9.092